(1)
{
  "formula": "C23H14F8S",
  "method": "wB97M-V/def2-TZVPD",
  "elements": ["F", "C", "C", "C", "C", "C", "C", "C", "C", "S", "C", "C", "C", "C", "F", "F", "F", "C", "C", "C", "F", "F", "F", "C", "C", "C", "C", "C", "C", "F", "C", "C", "H", "H", "H", "H", "H", "H", "H", "H", "H", "H", "H", "H", "H", "H"],
  "coordinates": [[5.565687, 4.997278, 0.678019], [5.532956, 3.622774, 0.669181], [6.748135, 2.943652, 0.651593], [6.692050, 1.547033, 0.665002], [5.468603, 0.878399, 0.670981], [4.234991, 1.569976, 0.678143], [3.013709, 0.738336, 0.659408], [1.732308, 1.166802, 0.560880], [0.401877, 0.461922, 0.267249], [0.135409, -1.128521, 0.920490], [-1.184617, -2.117403, -0.003844], [-2.256975, -2.705799, 0.707663], [-3.336350, -3.326695, 0.069446], [-4.535573, -3.857260, 0.818568], [-4.570701, -3.429040, 2.111056], [-4.578837, -5.231657, 0.828977], [-5.712433, -3.463198, 0.231060], [-3.341704, -3.512089, -1.306997], [-2.255817, -3.040428, -2.032766], [-2.314132, -3.292924, -3.529859], [-1.355547, -2.619723, -4.228639], [-2.195003, -4.637827, -3.812670], [-3.542586, -2.917399, -4.028329], [-1.175534, -2.402836, -1.391669], [-0.832067, 1.364356, 0.541124], [-2.094550, 0.808813, 0.635302], [-3.255762, 1.566955, 0.649285], [-3.172515, 2.965312, 0.675269], [-1.906237, 3.522581, 0.723130], [-1.774311, 4.888750, 0.773089], [-0.725924, 2.764832, 0.676953], [4.285357, 2.989503, 0.679850], [7.686622, 3.489455, 0.646440], [7.616564, 0.980668, 0.659098], [5.446474, -0.211004, 0.666820], [3.190636, -0.334626, 0.696667], [1.614216, 2.236417, 0.536609], [0.467066, 0.261225, -0.851439], [-2.291538, -2.641890, 1.791199], [-4.164686, -4.011220, -1.814683], [-0.304723, -2.115313, -1.977044], [-2.267164, -0.266494, 0.700301], [-4.210708, 1.051314, 0.614673], [-4.065628, 3.585951, 0.653467], [0.222421, 3.277698, 0.785003], [3.366526, 3.583326, 0.685943]],
  "forces_ev_per_angstrom": [[-0.110, -1.013, -0.025], [-0.365, 0.328, -0.002], [-0.591, -0.295, 0.109], [-0.230, 0.294, -0.090], [-0.336, 0.258, 0.036], [0.954, 0.463, 0.079], [-1.669, -0.191, -0.098], [1.068, -0.362, 0.100], [-0.509, 1.482, -2.285], [-0.199, -3.551, 1.203], [-0.184, -0.356, -0.842], [0.078, 0.584, 0.389], [0.360, -0.263, -0.221], [-0.781, -0.403, 0.535], [0.038, -0.441, -0.982], [0.177, 1.280, 0.094], [1.093, -0.226, 0.485], [0.216, 0.320, 0.000], [0.347, -0.037, 0.198], [-0.157, -0.225, -0.587], [-0.906, -0.750, 0.635], [0.057, 1.455, 0.184], [1.324, -0.288, 0.378], [0.164, 0.478, 0.170], [0.828, 0.922, 0.209], [-0.959, -0.759, -0.168], [0.402, 0.809, 0.067], [-0.116, -0.321, -0.093], [0.633, 0.230, -0.085], [-0.159, -0.960, 0.080], [-0.897, -0.225, -0.108], [0.169, -0.517, -0.015], [-0.194, -0.071, -0.007], [-0.092, 0.019, 0.003], [0.066, 0.241, 0.019], [0.076, 0.059, -0.053], [-0.011, 0.086, -0.060], [-0.328, 0.674, 0.980], [0.026, 0.238, -0.085], [0.115, 0.167, 0.173], [-0.258, 0.122, -0.031], [0.370, 0.579, -0.249], [0.063, 0.225, 0.139], [0.282, -0.032, 0.058], [-0.312, 0.073, -0.254], [0.456, -0.102, 0.014]],
  "nbo_charge": [-0.33, 0.41, -0.28, -0.19, -0.20, -0.05, -0.18, -0.15, -0.45, 0.26, -0.12, -0.19, -0.15, 0.98, -0.32, -0.32, -0.32, -0.16, -0.07, 0.97, -0.32, -0.33, -0.33, -0.21, 0.09, -0.26, -0.18, -0.29, 0.41, -0.33, -0.31, -0.27, 0.24, 0.22, 0.21, 0.21, 0.19, 0.25, 0.25, 0.25, 0.24, 0.22, 0.22, 0.24, 0.23, 0.23],
  "orbital_gap_ev": 8.8,
  "homo_energy_ev": -8.95
}

(2)
{
  "formula": "C23H15Cl5MoN2OP",
  "method": "wB97M-V/def2-TZVPD",
  "elements": ["Mo", "N", "P", "C", "C", "C", "C", "C", "C", "C", "C", "C", "C", "C", "C", "C", "C", "C", "C", "C", "N", "H", "H", "H", "H", "H", "H", "H", "H", "H", "H", "H", "H", "H", "H", "H", "Cl", "C", "C", "Cl", "C", "Cl", "C", "O", "C", "Cl", "C", "Cl"],
  "coordinates": [[-0.553420, 0.872791, 0.300496], [1.000043, -1.711728, 1.259253], [1.062885, -0.913206, -0.205698], [1.837607, 0.734872, 0.146998], [1.249845, 1.860332, -0.486534], [1.794166, 3.137873, -0.442294], [2.969775, 3.298666, 0.284952], [3.572157, 2.215299, 0.924213], [3.014100, 0.945209, 0.876143], [2.174297, -1.775120, -1.277537], [2.279152, -3.168086, -1.172527], [3.146811, -3.836420, -2.018271], [3.862677, -3.131587, -2.978438], [3.719634, -1.752413, -3.107512], [2.870128, -1.064214, -2.263632], [-0.050222, -1.523947, 2.152538], [-0.239218, -2.381418, 3.231792], [-1.274984, -2.133365, 4.104736], [-2.110996, -1.035202, 3.892660], [-1.875559, -0.233937, 2.807477], [-0.856841, -0.467833, 1.935912], [1.599843, -2.512570, 1.425030], [0.455858, 1.644385, -1.271586], [1.323768, 3.968106, -0.951322], [3.425758, 4.278143, 0.353816], [4.498640, 2.367916, 1.461411], [3.510824, 0.113211, 1.360705], [1.688141, -3.739532, -0.467906], [3.253787, -4.909234, -1.939272], [4.533200, -3.661917, -3.640913], [4.274783, -1.217398, -3.864852], [2.770949, 0.009117, -2.364772], [0.422768, -3.225531, 3.367914], [-1.437477, -2.789128, 4.949172], [-2.927010, -0.805208, 4.561366], [-2.491109, 0.631838, 2.598115], [-6.971245, 1.586924, -2.710804], [-5.549952, 1.719053, -1.826839], [-4.731951, 0.567734, -1.663397], [-5.178795, -0.928888, -2.328461], [-3.558268, 0.713330, -0.959445], [-2.386142, -0.538982, -0.740670], [-3.210533, 1.941781, -0.405606], [-2.064670, 1.920385, 0.254422], [-3.992819, 3.091012, -0.551848], [-3.479840, 4.545774, 0.151770], [-5.183094, 2.973507, -1.272463], [-6.187468, 4.319587, -1.488288]],
  "forces_ev_per_angstrom": [[-1.041, -0.638, 0.203], [-0.011, -0.367, -0.350], [0.561, 0.685, 0.495], [-0.033, 0.264, -0.002], [0.216, 0.094, -0.542], [0.085, -0.166, 0.242], [-0.010, 0.061, -0.020], [0.024, -0.081, 0.001], [-0.108, -0.054, 0.226], [-0.420, -0.156, -0.242], [-0.050, -0.023, -0.088], [0.009, 0.012, -0.007], [0.005, 0.017, -0.010], [-0.026, -0.032, 0.020], [0.069, 0.007, 0.039], [-0.204, 0.019, 0.215], [0.038, 0.074, -0.124], [-0.049, 0.019, 0.035], [0.039, 0.013, -0.102], [0.040, 0.030, 0.045], [0.362, 0.138, 0.218], [0.014, 0.067, 0.024], [-0.013, 0.041, -0.188], [0.006, -0.010, -0.017], [0.002, 0.005, -0.006], [0.023, -0.016, 0.011], [-0.015, 0.012, 0.043], [-0.007, 0.022, 0.039], [-0.001, -0.011, 0.009], [0.013, -0.013, -0.007], [0.011, 0.009, -0.014], [0.008, 0.016, 0.034], [0.014, -0.012, 0.031], [0.000, -0.012, 0.027], [-0.023, -0.015, 0.012], [0.012, -0.030, 0.044], [-0.080, -0.035, -0.024], [0.213, 0.117, 0.163], [0.000, -0.017, -0.051], [0.088, -0.041, 0.016], [-0.883, 0.343, -0.488], [0.208, -0.260, -0.157], [-0.091, -0.349, 0.043], [1.114, 0.605, 0.205], [-0.267, -0.035, 0.011], [0.002, -0.020, -0.017], [0.072, -0.269, -0.033], [0.084, -0.012, 0.035]],
  "nbo_charge": [1.08, -0.90, 1.35, -0.35, -0.37, -0.14, -0.10, -0.14, -0.13, -0.36, -0.20, -0.18, -0.10, -0.18, -0.20, 0.39, -0.24, -0.06, -0.22, 0.06, -0.52, 0.46, 0.26, 0.27, 0.27, 0.27, 0.26, 0.23, 0.26, 0.26, 0.26, 0.22, 0.26, 0.27, 0.28, 0.23, 0.23, -0.03, -0.07, 0.16, -0.13, 0.28, 0.28, -0.50, -0.08, 0.17, -0.07, 0.19],
  "orbital_gap_ev": [4.9, 5.9],
  "total_charge": 3,
  "homo_energy_ev": [-16.98, -17.19]
}